No. 1
Molecular formula: C38H82ClN3O5PS
Method: DFT, the ωB97M-V functional and the def2-TZVPD basis

Structure (XYZ):
```
131
Properties=species:S:1:pos:R:3:forces:R:3
C 6.9410 -6.2029 0.9699 -0.1 0.0 0.0
C 7.3573 -4.7965 0.5447 0.1 0.1 0.1
C 6.3276 -3.7059 0.8440 -0.2 0.0 -0.2
C 6.9425 -2.3073 0.9166 0.1 0.0 0.1
C 5.9402 -1.1582 0.7288 0.0 0.0 0.0
C 5.9593 -0.5695 -0.6938 0.0 0.1 0.0
C 4.5956 -0.1815 -1.2864 0.0 0.1 0.1
C 4.4302 -0.4718 -2.7847 -0.1 -0.1 0.1
C 4.6803 -1.9330 -3.2092 -0.1 0.0 0.0
C 3.3830 -2.7042 -3.4652 0.2 -0.1 0.1
C 2.5910 -3.0368 -2.1793 0.0 0.3 -0.1
C 1.3537 -2.1382 -2.0130 0.1 0.1 -0.1
C 0.1383 -2.7112 -1.2745 0.0 -0.2 0.0
C 0.0489 -2.5375 0.2456 -0.2 0.2 0.1
C 1.3277 -2.8107 1.0459 0.1 0.4 0.2
C 1.6021 -4.2459 1.3993 0.0 0.0 -0.3
O 1.7507 -4.6140 2.5136 -0.1 -0.2 0.7
Cl 1.6779 -5.4034 0.0953 0.1 -0.2 -0.2
N -0.9862 -3.5759 0.7083 0.2 0.1 0.0
C -1.6459 -3.0974 1.8208 0.2 0.1 0.6
N -1.2720 -3.4994 3.0056 -0.3 -0.1 -0.2
P -1.7353 -2.7356 4.5460 0.1 -0.4 0.3
S -1.4008 -3.8944 6.0152 0.0 0.1 -0.1
N -2.5613 -2.0670 1.7216 0.1 -0.3 -0.8
C -3.9780 -2.5015 1.5688 -0.2 0.0 0.3
O -4.6973 -2.2377 2.7269 0.2 0.1 0.2
C -5.5853 -3.2773 3.1696 -0.2 0.0 -0.1
C -4.8812 -4.5067 3.7114 0.0 -0.1 0.0
C -2.0651 -1.1586 0.6401 -0.1 -0.2 0.0
C -0.5351 -1.1286 0.6634 0.0 0.2 -0.1
C -0.0124 0.0819 -0.1201 0.1 -0.1 0.2
C -0.4672 1.4388 0.4454 0.0 0.0 0.0
C -1.6987 2.0671 -0.2376 -0.1 0.0 0.2
C -1.5351 3.5563 -0.5236 -0.2 0.0 -0.1
H 6.3057 -6.6875 0.2248 0.0 0.1 0.0
H 6.3839 -6.1759 1.9091 0.1 0.0 0.0
H 7.8094 -6.8449 1.1199 0.0 0.0 0.0
H 8.2945 -4.5274 1.0429 -0.1 0.0 0.0
H 7.5722 -4.7851 -0.5276 0.1 0.0 0.0
H 5.8180 -3.9313 1.7866 0.0 0.0 0.0
H 5.5544 -3.7077 0.0627 0.0 -0.1 0.0
H 7.4580 -2.1975 1.8750 0.0 -0.1 -0.1
H 7.7147 -2.2421 0.1427 0.0 0.1 0.1
H 4.9274 -1.5146 0.9565 0.0 -0.1 0.0
H 6.1477 -0.3752 1.4616 -0.1 0.0 -0.1
H 6.4679 -1.2778 -1.3498 -0.1 0.0 0.0
H 6.5825 0.3290 -0.6895 0.1 -0.1 -0.1
H 3.7822 -0.6686 -0.7307 0.1 -0.1 0.0
H 4.4504 0.8922 -1.1281 -0.2 -0.1 0.0
H 3.3966 -0.2269 -3.0557 0.1 0.2 -0.1
H 5.0541 0.2208 -3.3536 0.1 -0.1 0.0
H 5.2444 -2.4565 -2.4317 0.0 0.0 0.0
H 5.2925 -1.9851 -4.1111 -0.1 0.1 0.0
H 2.7619 -2.1055 -4.1365 0.0 -0.1 -0.1
H 3.6234 -3.6197 -4.0097 0.0 0.0 0.1
H 3.2691 -2.8808 -1.3339 -0.1 -0.3 0.1
H 2.2946 -4.0867 -2.1689 0.0 0.1 -0.1
H 1.6565 -1.1937 -1.5640 0.0 0.0 -0.1
H 1.0011 -1.8769 -3.0141 0.0 0.0 0.0
H 0.0661 -3.7786 -1.5026 0.0 0.0 0.0
H -0.7625 -2.2447 -1.6877 0.0 0.0 0.0
H 1.2264 -2.3415 2.0284 0.1 0.1 -0.1
H 2.2172 -2.3692 0.5873 -0.1 0.0 -0.2
H -1.6490 -3.7051 -0.0524 0.0 0.1 0.0
H -0.6141 -4.2774 3.0721 0.0 0.0 -0.1
H -0.9782 -1.5663 4.4223 0.0 0.2 -0.1
H -3.0374 -2.3595 4.2380 -0.1 0.1 0.0
H -4.0287 -3.5694 1.3255 0.1 0.0 -0.1
H -4.3773 -1.9352 0.7227 0.0 0.0 0.1
H -6.2721 -3.5338 2.3573 0.1 0.0 0.0
H -6.1780 -2.8092 3.9544 0.0 0.0 -0.1
H -5.6200 -5.2927 3.8766 0.0 0.0 0.0
H -4.1432 -4.9172 3.0163 0.0 0.0 0.0
H -4.3892 -4.3121 4.6657 0.0 0.0 0.0
H -2.4198 -1.4882 -0.3456 0.0 0.0 0.0
H -2.4856 -0.1745 0.8305 0.0 0.0 0.0
H -0.2307 -0.9535 1.7044 -0.1 0.0 0.0
H 1.0784 0.0467 -0.0849 0.0 0.0 -0.1
H -0.3227 0.0084 -1.1652 0.2 0.0 0.0
H 0.3680 2.1354 0.3494 0.0 0.0 0.0
H -0.6456 1.3401 1.5223 0.1 0.1 0.0
H -2.5790 1.9446 0.4036 0.0 0.0 -0.1
H -1.9281 1.5337 -1.1655 0.1 0.0 0.0
H -1.5846 4.1529 0.3888 0.1 0.0 0.0
H -2.3387 3.9102 -1.1713 0.0 0.1 0.1
H -0.5898 3.7678 -1.0262 0.0 0.0 0.0
C -5.5447 6.4112 0.8775 0.0 0.0 0.0
C -4.0351 6.3298 1.0176 0.0 0.0 0.1
O -3.3174 6.6871 -0.1504 0.0 0.0 0.0
C -3.5261 8.0088 -0.6234 0.0 0.0 -0.1
C -3.1467 9.0935 0.3690 0.0 0.0 0.0
H -5.8890 5.7942 0.0462 0.0 0.0 0.0
H -6.0194 6.0600 1.7952 0.0 0.0 0.0
H -5.8842 7.4327 0.7016 0.0 0.0 0.0
H -3.7411 5.2972 1.2148 0.0 0.0 0.0
H -3.7020 6.9242 1.8760 0.0 0.0 0.0
H -4.5623 8.1408 -0.9536 0.0 0.0 0.0
H -2.8974 8.0811 -1.5108 0.0 0.0 0.0
H -3.7736 9.0743 1.2613 0.0 0.0 0.0
H -3.2674 10.0725 -0.0954 0.0 0.0 0.0
H -2.1068 8.9840 0.6790 0.0 0.0 0.0
C -9.3312 6.2268 5.7325 0.0 0.0 -0.1
C -7.8168 6.1610 5.8254 0.0 0.0 0.0
O -7.1420 6.5770 4.6500 0.0 0.0 0.0
C -7.3805 7.9138 4.2415 0.0 0.0 -0.1
C -6.9752 8.9649 5.2597 0.0 -0.1 0.0
H -9.6899 5.6387 4.8869 0.0 0.0 0.0
H -9.7723 5.8258 6.6455 0.0 0.0 0.0
H -9.6929 7.2487 5.6155 0.0 0.0 0.0
H -7.4988 5.1282 5.9702 0.0 0.0 0.0
H -7.4652 6.7284 6.6944 0.0 0.0 0.0
H -8.4285 8.0484 3.9510 0.0 0.0 0.0
H -6.7839 8.0290 3.3356 0.0 0.0 0.0
H -7.5684 8.9052 6.1727 0.0 0.0 0.0
H -7.1217 9.9596 4.8380 0.0 0.0 0.0
H -5.9239 8.8535 5.5281 0.0 0.0 0.0
C 4.1121 -1.5982 -8.4921 0.0 0.0 0.0
C 5.1854 -1.9859 -7.4906 0.0 0.1 0.0
O 4.7637 -2.9355 -6.5244 0.0 0.0 0.0
C 4.3373 -4.1888 -7.0322 0.0 0.0 0.0
C 5.3983 -4.9391 -7.8173 0.0 0.0 0.0
H 3.2274 -1.2184 -7.9791 0.0 0.0 0.0
H 4.4911 -0.8172 -9.1515 0.0 0.0 0.0
H 3.8102 -2.4381 -9.1186 0.0 0.0 0.0
H 5.4783 -1.1141 -6.9046 0.0 0.0 0.0
H 6.0829 -2.3370 -8.0111 0.0 0.0 0.0
H 3.4291 -4.0729 -7.6348 0.0 0.0 0.0
H 4.0605 -4.7618 -6.1459 0.0 0.0 0.0
H 5.6831 -4.4143 -8.7295 0.0 0.0 0.0
H 5.0161 -5.9180 -8.1081 0.0 0.0 0.0
H 6.2937 -5.0830 -7.2116 0.0 0.0 0.0
```
Forces are in eV/Å.

Its spin multiplicity is 1. Its total charge is +1. The HOMO energy is -11.00 eV. The electronic energy comes out at -88083.0075 eV.

No. 2
Molecular formula: CH3ClO3
Method: DFT, the ωB97M-V functional and the def2-TZVPD basis

Structure (XYZ):
```
8
Properties=species:S:1:pos:R:3:forces:R:3
O -1.0333 -0.5132 1.8414 0.2 1.9 -0.3
C -0.8401 0.5177 1.2308 -0.2 -3.0 -0.1
O -0.6465 0.5475 -0.0831 0.1 -2.7 -1.4
Cl -0.7373 2.0869 1.8912 -0.1 0.5 0.4
H -0.5852 -0.4775 -0.4520 0.0 3.4 1.6
O 1.1313 -1.0781 -1.4884 -0.7 1.8 -1.0
H 0.8000 -0.2451 -1.9940 1.4 -2.0 1.4
H 1.9109 -0.8382 -0.9458 -0.8 0.2 -0.6
```
Forces are in eV/Å.

Its spin multiplicity is 1. Its total charge is 0. The HOMO energy is -11.10 eV. Its SMILES is O=C(O)Cl.O. The electronic energy comes out at -19750.5035 eV. The calculation puts the relative energy (zero: lowest compared OMol25 entry of this formula, charge and spin) at 13.78 kJ/mol.

No. 3
Molecular formula: C12H24Cl12F6MgN3O12S6
Method: DFT, the ωB97M-V functional and the def2-TZVPD basis

Structure (XYZ):
```
76
Properties=species:S:1:pos:R:3:forces:R:3
Mg -0.8219 3.8160 -0.4247 1.2 0.1 1.4
N 1.4871 5.2449 -0.8118 1.5 2.4 -2.2
S 2.9387 5.1796 -0.1750 3.4 -1.9 6.0
O 3.3729 6.3559 0.6204 -1.3 -2.2 -2.7
O 3.9555 4.3854 -0.8300 -1.4 1.1 0.0
F 2.4289 4.1776 0.9744 0.0 -0.3 0.2
S 2.0519 6.5649 -1.8863 -6.4 3.9 -3.6
O 3.3812 6.7474 -2.3882 -0.6 -1.1 1.3
O 1.1871 7.7592 -1.7425 2.5 -2.7 1.0
F 1.2378 5.9175 -3.1432 0.7 -0.5 0.2
N -1.5793 1.3649 0.4916 -3.2 -1.2 2.0
S -2.8876 0.7421 1.5267 -5.4 1.3 0.0
O -2.7061 0.8723 2.9247 1.3 -0.1 0.0
O -3.7780 -0.3696 1.1041 3.3 2.2 -0.1
F -3.8090 2.0174 1.2097 0.4 -0.1 -0.4
S -0.8154 -0.0247 0.5406 4.8 -3.0 -3.0
O -1.1250 -1.0608 -0.4487 -0.4 2.0 2.0
O -0.3410 -0.4569 1.8406 -1.1 0.8 -1.5
F 0.4233 0.6873 -0.2084 0.8 -0.1 0.2
N -1.1978 8.5235 1.4624 -2.0 -4.1 3.0
S -1.8606 7.2164 2.4654 -3.7 -3.1 -2.6
O -2.2209 7.3495 3.8755 2.1 -0.4 -2.0
O -1.4373 5.9152 1.8366 0.1 1.6 1.4
F -3.3644 7.2123 1.9228 0.0 0.5 -0.8
S -0.2872 8.8478 2.6915 4.5 7.9 1.7
O 0.6621 7.9222 3.2533 -1.1 -0.6 -0.7
O -0.8324 9.8510 3.6207 0.5 -2.1 -1.3
F 0.6757 9.8178 1.7593 -0.3 -0.7 0.6
Cl -5.0454 -7.0012 3.2089 0.0 0.5 0.1
C -4.9720 -5.3789 2.4253 0.0 0.0 -0.3
C -6.3075 -5.0064 1.7863 0.0 -0.4 -0.3
Cl -6.6133 -6.1781 0.4435 -0.1 0.3 0.0
H -4.1999 -5.4652 1.6607 -0.2 0.0 -0.1
H -4.5877 -4.6368 3.1251 -0.4 -0.1 0.3
H -6.3140 -4.0125 1.3390 0.4 -0.1 0.0
H -7.1893 -5.0622 2.4246 0.4 -0.2 0.3
Cl -0.2243 1.9726 -4.1825 -0.9 0.6 1.0
C -0.0056 1.5757 -5.8608 -0.6 -0.4 -1.2
C 1.3340 0.9908 -5.9478 1.4 -1.0 -0.5
Cl 2.5700 2.2302 -5.7110 0.5 0.1 0.1
H -0.1160 2.4126 -6.5504 -0.1 0.3 0.5
H -0.7092 0.8055 -6.1767 -0.3 0.1 0.3
H 1.5444 0.5162 -6.9062 -0.2 0.2 -0.1
H 1.4462 0.2121 -5.1934 0.2 0.1 0.1
Cl 7.5344 1.5477 -3.4263 0.3 -0.5 0.4
C 6.7377 -0.0363 -3.1520 -0.8 -0.2 -0.3
C 5.8929 -0.0211 -1.8667 -0.4 0.9 -0.6
Cl 5.0169 -1.5610 -1.6833 0.2 -0.2 0.1
H 7.3523 -0.9330 -3.2308 0.8 0.5 0.4
H 6.1367 -0.1123 -4.0582 -0.6 -0.1 0.4
H 5.1152 0.7378 -1.9522 0.0 0.0 -0.2
H 6.4089 0.2527 -0.9464 0.4 -0.5 -0.2
Cl -2.0472 -5.4466 -6.9876 0.7 -0.3 -0.1
C -0.9019 -4.6590 -5.8584 0.0 -0.3 1.0
C -1.7364 -4.0843 -4.7179 0.4 -0.7 -0.1
Cl -2.8406 -2.9716 -5.4471 -1.0 1.6 0.0
H -0.3050 -3.9055 -6.3722 -0.4 0.0 -0.1
H -0.2059 -5.3745 -5.4206 -0.1 -0.4 -0.3
H -1.1449 -3.6091 -3.9353 0.1 0.1 -0.2
H -2.3609 -4.8441 -4.2479 0.3 -0.2 -0.1
Cl 0.3937 -5.1427 1.1832 0.7 -0.1 0.2
C 1.9621 -5.5704 1.9831 -0.2 1.8 0.5
C 2.8483 -6.3848 1.1327 -0.3 -1.9 -0.8
Cl 3.9846 -7.1715 2.2668 0.4 -0.2 -0.2
H 1.7579 -6.0516 2.9396 -0.2 -0.1 -0.4
H 2.5230 -4.6626 2.2054 -0.5 0.3 0.1
H 3.4262 -5.9451 0.3198 -0.2 0.6 0.4
H 2.2330 -7.1584 0.6732 0.3 -0.3 0.0
Cl -3.3593 -1.0975 8.0249 -0.8 0.9 -0.1
C -1.9028 -2.0510 8.0671 0.2 -1.1 -0.5
C -1.4023 -2.3123 6.6509 0.5 1.1 -0.7
Cl -0.0219 -3.4186 6.6395 0.3 -0.6 0.2
H -2.2205 -2.9872 8.5262 0.5 0.0 0.1
H -1.1465 -1.5276 8.6521 -0.1 -0.2 0.0
H -0.9757 -1.4103 6.2122 -0.2 0.3 0.3
H -2.1004 -2.6387 5.8801 -0.4 -0.3 0.7
```
Forces are in eV/Å.

Its spin multiplicity is 1. Its total charge is -1. The HOMO energy is -7.40 eV. The electronic energy comes out at -278897.5405 eV. The calculation puts the relative energy (zero: lowest compared OMol25 entry of this formula, charge and spin) at 1019.67 kJ/mol.